{"formula": "C104H105F14N5", "method": "ωB97M-V/def2-TZVPD", "charge": 0, "homo_energy_ev": -9.00, "spin_multiplicity": 1, "orbital_gap_ev": 9.2, "max_force_ev_per_a": 2.9, "elements": ["F", "F", "F", "F", "F", "F", "F", "F", "F", "F", "F", "F", "F", "F", "N", "N", "N", "N", "N", "C", "C", "C", "C", "C", "C", "C", "C", "C", "C", "C", "C", "C", "C", "C", "C", "C", "C", "C", "C", "C", "C", "C", "C", "C", "C", "C", "C", "C", "C", "C", "C", "C", "C", "C", "C", "C", "C", "C", "C", "C", "C", "C", "C", "C", "C", "C", "C", "C", "C", "C", "C", "C", "C", "C", "C", "C", "C", "C", "C", "C", "C", "C", "C", "C", "C", "C", "C", "C", "C", "C", "C", "C", "C", "C", "C", "C", "C", "C", "C", "C", "C", "C", "C", "C", "C", "C", "C", "C", "C", "C", "C", "C", "C", "C", "C", "C", "C", "C", "C", "C", "C", "C", "C", "H", "H", "H", "H", "H", "H", "H", "H", "H", "H", "H", "H", "H", "H", "H", "H", "H", "H", "H", "H", "H", "H", "H", "H", "H", "H", "H", "H", "H", "H", "H", "H", "H", "H", "H", "H", "H", "H", "H", "H", "H", "H", "H", "H", "H", "H", "H", "H", "H", "H", "H", "H", "H", "H", "H", "H", "H", "H", "H", "H", "H", "H", "H", "H", "H", "H", "H", "H", "H", "H", "H", "H", "H", "H", "H", "H", "H", "H", "H", "H", "H", "H", "H", "H", "H", "H", "H", "H", "H", "H", "H", "H", "H", "H", "H", "H", "H", "H", "H", "H", "H", "H", "H", "H", "H"], "coordinates": [[24.50707, -3.20582, -5.96771], [19.69299, 3.15897, -1.14134], [14.54971, -4.60969, -9.93572], [18.10578, 5.97349, 0.52690], [24.06163, 5.12804, 0.57284], [16.93486, 6.01852, -8.05160], [15.32703, 3.29360, -16.26396], [20.57219, 5.63887, -5.27249], [24.10101, 1.73314, -3.99138], [27.14376, 11.77234, -4.47491], [21.05319, 13.80303, -1.73422], [22.69977, 13.02907, -7.46057], [25.31464, 6.63128, -6.32401], [17.70301, -0.32948, -8.32959], [19.22274, 2.57121, -11.57199], [14.14342, -3.82589, -12.84733], [19.53609, -1.80261, -6.21541], [25.77320, -1.10615, 0.64378], [19.57389, 6.80853, -9.59258], [20.23520, 12.73412, -10.18908], [20.22047, -0.33574, -3.17025], [21.71409, 10.35143, -3.91225], [24.77982, 5.56839, -1.64597], [21.79292, 12.50149, -8.30769], [25.80821, 1.85327, -1.31639], [16.23452, 6.64187, -7.03771], [14.89006, 7.95673, -4.98381], [19.84331, 11.41862, -9.99700], [17.50518, 5.44532, -3.49970], [20.89364, 3.36044, -5.52133], [16.88092, 0.66855, -7.93451], [21.91576, -3.56909, -3.43101], [14.70477, 2.49629, -12.32095], [24.52635, 5.67499, -3.02625], [16.73416, 1.76201, -8.72127], [20.35962, 11.66872, -2.30892], [25.09042, 8.92824, -3.44850], [21.39394, 11.16474, -8.10989], [20.56405, -2.29891, -11.00716], [16.15423, 0.58076, -6.73280], [19.73293, 4.58398, -7.21466], [14.12552, -1.38337, -11.92376], [19.81927, 2.02961, -1.82955], [22.49748, 5.21191, -1.19788], [23.23337, 5.58199, -3.49374], [23.97971, 0.47893, -5.96473], [23.89156, -3.16501, -4.75040], [21.63296, 2.39229, -10.54485], [26.37740, 9.76050, -1.54769], [14.22106, 7.07216, -5.83119], [16.29609, 8.08631, -5.13211], [17.71625, 7.23566, -12.96098], [21.30003, 0.25679, -2.53887], [16.83802, 4.67035, -2.57727], [15.21858, -2.84025, -6.20085], [25.34011, -0.24429, 0.00859], [24.26927, 1.66283, -5.33157], [24.77658, 0.78744, -0.82764], [20.47692, 10.57613, -9.03262], [22.27925, 3.72618, -10.08936], [14.14709, -2.74172, -12.42184], [26.62705, 10.71436, -3.77665], [19.82132, -2.04104, -9.69879], [21.22199, 13.26607, -9.31821], [15.87288, 2.78466, -8.38784], [13.75061, -3.95066, -7.75745], [16.03842, -3.50860, -8.35224], [18.50006, 6.35926, -3.09191], [22.78549, 7.85778, -8.65510], [17.46538, 5.86126, -12.25102], [16.28782, -2.98391, -7.11104], [18.59971, 6.48752, -10.07669], [25.68154, 9.85891, -4.31324], [23.78245, 5.27649, -0.75313], [25.00509, 2.56021, -7.37307], [26.86001, 1.22655, -2.23925], [18.69729, 6.54812, -1.72014], [22.16975, 4.85576, -11.14588], [16.67764, -1.07877, -11.72188], [22.42605, 12.56728, -3.13405], [25.42461, 8.85280, -2.08244], [24.79916, 7.15327, -7.48170], [24.00033, -2.85164, -2.40282], [23.58507, 8.62881, -9.47632], [19.99703, 2.20847, -7.49089], [25.57618, 7.93169, -8.32308], [24.13135, 0.30154, -7.30769], [26.96108, 10.64267, -2.40799], [17.00462, 7.40166, -6.12591], [14.78744, -4.06064, -8.68903], [16.16755, 2.74086, -14.12939], [24.79296, 1.31729, -8.00579], [15.09102, 3.05704, -14.97589], [24.60293, -2.88595, -3.63773], [17.95866, 5.77691, -0.78986], [15.32100, -1.04313, -10.98354], [14.86891, 6.45630, -6.90950], [20.41535, 4.54561, -5.99901], [24.94992, 8.67234, -9.29892], [19.56245, 3.44725, -8.04330], [23.41772, 7.13178, -7.59940], [22.70304, -3.35799, -2.27814], [17.04645, 4.83223, -1.21308], [20.29957, 2.52976, -11.13974], [22.22472, 5.36475, -2.58553], [17.34395, 6.11124, -10.74537], [19.88485, -2.22657, -7.23787], [21.12094, 1.45548, -1.86949], [24.72339, 2.76237, -6.06315], [20.69527, 2.19601, -6.28824], [13.97191, -3.35775, -6.50882], [13.83054, 3.14911, -14.49651], [15.34233, 1.62570, -6.31015], [20.23239, -2.84900, -8.47898], [18.76363, 1.45969, -2.51653], [16.01188, 2.47139, -12.78178], [20.60550, 10.46821, -3.05871], [21.26250, 12.67642, -2.38430], [15.22366, 2.74214, -7.11897], [18.94495, 0.27703, -3.18959], [22.63576, 11.43168, -3.94199], [22.52286, -3.44101, -4.68685], [13.61592, 2.77152, -13.11365], [19.36921, 5.55705, -7.51004], [13.00997, 3.57800, -15.05250], [23.95361, 1.26864, -0.29918], [21.94830, 1.86232, -1.30703], [23.33082, 3.52830, -9.88162], [19.63619, -3.75948, -8.41833], [13.16432, 6.88932, -5.70360], [21.06785, 1.27073, -5.87419], [23.05452, 5.64805, -4.55678], [27.70878, 11.33617, -2.05245], [12.84450, -4.47979, -8.01318], [21.24108, 5.06578, -2.91639], [16.08423, 4.02358, -3.00139], [15.19256, -0.11859, -10.42067], [17.77516, 1.89480, -2.51858], [21.67347, 10.51191, -7.29622], [14.32104, 5.85953, -7.62372], [20.07873, -1.90075, -11.89825], [17.18677, 2.67504, -14.48047], [25.41321, 9.80643, -5.35806], [26.63566, 7.94502, -8.11393], [16.26915, -0.31972, -6.14770], [18.20167, 5.11134, -12.54012], [25.32668, 5.74633, -3.74791], [22.33067, 2.02650, -11.29817], [17.42761, -0.83087, -10.97076], [14.27238, 8.48616, -4.27347], [23.47045, 11.39944, -4.62657], [21.66802, 4.88838, -0.58654], [26.21345, 2.38267, -0.45406], [16.79344, 8.71859, -4.41151], [15.82954, 3.63935, -9.04665], [16.88761, -2.07079, -12.12176], [16.75456, -0.38387, -12.55812], [20.67983, -3.36513, -11.20176], [16.91381, -3.54290, -8.98384], [20.08229, 9.57423, -8.94987], [22.88249, 5.61417, -10.82196], [14.74650, 1.53806, -5.41366], [22.22150, -0.30490, -2.58128], [18.75394, -2.18972, -9.86218], [25.58570, 9.21712, -9.98111], [26.56595, 1.23902, -3.28876], [21.86266, 4.11702, -9.16103], [16.67913, 6.95277, -10.55058], [19.82153, -0.97247, -9.48368], [21.73432, 7.68630, -8.83412], [25.79061, 5.62751, -1.27016], [19.87151, 9.67805, -3.11617], [14.14800, -0.68582, -12.76103], [19.82753, 1.27334, -8.00392], [16.97059, 7.98268, -12.68885], [13.21120, -1.35321, -11.33113], [18.12991, -0.15926, -3.74793], [21.39378, 3.30779, -4.56556], [24.25629, 8.31056, -3.74698], [17.29037, 1.83014, -9.64452], [15.24658, -2.26246, -5.28884], [15.36510, -1.82669, -10.22712], [25.01782, 1.18649, -9.05399], [25.04757, 3.64580, -5.53320], [23.14830, 9.22473, -10.26405], [21.58399, 1.70610, -9.69937], [16.46203, 4.28380, -0.48915], [19.82187, 13.33090, -10.98870], [23.62690, -0.38481, -5.42078], [17.07177, 5.20618, -10.20234], [21.54671, -1.83554, -10.91909], [12.64074, 2.80935, -12.65107], [16.89216, 2.23987, -12.20050], [21.78628, 9.44357, -4.49275], [18.69496, 7.65982, -12.73670], [22.40531, 4.56700, -12.17020], [27.14549, 0.23067, -1.90039], [23.13672, 13.38013, -3.15911], [21.28517, -3.13121, -8.46811], [14.62422, 2.38655, -11.24956], [13.15210, -3.27436, -5.81072], [20.93177, -3.99810, -3.31219], [19.09319, 3.55197, -9.01037], [17.41585, 5.21635, -4.55136], [24.60027, -2.68871, -1.51969], [20.29152, -1.28549, -3.67950], [24.38623, 0.34017, -1.74180], [22.80821, 6.57249, -6.90507], [14.61265, 3.56366, -6.77521], [19.13077, 6.89106, -3.78889], [19.42816, 7.27916, -1.40736], [17.29688, -2.66053, -6.90213], [21.17074, 5.28776, -11.20458], [24.90304, 8.17695, -1.42094], [25.36647, 2.63490, -1.93447], [16.48499, 5.44858, -12.48900], [27.76413, 1.83438, -2.20432], [22.17752, -3.42243, -1.33683], [26.54010, 9.71411, -0.48103], [25.64514, -2.60924, -3.69794], [21.90882, -3.61543, -5.55802], [19.08325, 11.07769, -10.68437], [21.55684, 14.27234, -9.52239], [23.81988, -0.62013, -7.77663], [25.48549, 3.33669, -7.94986], [17.65749, 7.06169, -14.03540], [18.08155, 7.45714, -6.18539], [19.46418, 11.73954, -1.70927]], "atomic_forces_ev_per_a": [[-0.22, 0.20, 0.44], [-0.41, 0.63, 0.33], [0.43, 0.62, 1.68], [0.25, 0.11, 0.11], [-0.02, -0.04, -0.69], [-0.89, 0.34, 0.83], [0.23, 0.26, -0.57], [0.03, 1.25, 0.35], [0.02, 0.20, -0.21], [-0.17, -1.01, 0.10], [-0.27, 1.08, 0.77], [-0.15, 0.08, -0.26], [0.24, -0.21, -0.78], [-0.19, 0.15, 0.19], [1.38, 0.07, 0.53], [0.02, 1.87, 0.73], [0.52, -0.43, -1.26], [-0.27, 0.63, -0.42], [1.63, 0.57, 0.81], [1.20, -0.36, 1.63], [-1.57, 0.08, -0.54], [-0.39, 1.36, 1.20], [1.18, -0.29, -0.84], [-0.96, -1.10, -0.07], [-0.03, -0.31, -0.21], [1.20, 0.17, 0.51], [0.65, -0.96, -1.08], [0.80, -0.41, 0.01], [1.71, 0.16, -0.22], [0.23, -1.09, -0.25], [-1.04, -0.27, 1.72], [1.75, -0.36, 0.30], [0.26, -0.14, 1.43], [0.25, -0.27, 0.95], [0.18, 0.50, -1.48], [-0.49, -2.48, -0.80], [0.15, 0.09, 1.53], [-1.17, -0.63, -1.52], [0.39, -0.27, 0.43], [0.89, -0.69, -0.41], [0.06, 0.17, -0.61], [0.54, 0.56, 1.07], [2.14, -1.23, -0.64], [-1.44, -0.53, -1.46], [0.13, 0.10, -0.08], [-0.83, -0.94, 1.27], [-1.53, -0.46, -1.28], [0.60, 0.85, 0.18], [-1.55, -1.73, -0.68], [0.31, 0.36, -0.36], [-1.02, -0.03, 0.14], [-0.19, -1.20, -0.21], [-0.73, -0.43, -0.27], [-0.31, 0.50, -0.30], [-0.04, 0.03, -0.27], [0.53, -0.99, 0.58], [0.00, 0.26, -0.55], [0.02, 1.45, -1.03], [-0.63, 2.55, -0.02], [-0.45, 0.59, -0.68], [0.39, -2.29, -1.22], [-0.35, 0.25, 1.04], [-1.12, 0.78, -0.82], [-0.18, -0.03, -0.82], [-0.26, 0.11, 2.04], [0.56, -1.02, -0.69], [0.10, -1.10, -0.78], [-0.87, -0.73, 1.08], [1.15, -1.27, 1.09], [-0.29, 1.49, 0.18], [-1.22, 0.47, 0.92], [-1.37, -0.23, -1.38], [0.25, -0.51, 0.23], [-0.10, 0.69, 0.34], [0.64, -0.96, -1.93], [0.63, 0.41, 0.59], [-0.36, -0.46, 0.12], [0.20, -0.30, 0.44], [-0.42, 0.14, 0.51], [0.19, -0.96, -1.11], [0.37, 1.23, -0.65], [-1.21, 1.01, 0.91], [-0.85, -1.60, 0.77], [-0.59, 0.25, -0.31], [0.14, 1.12, -0.50], [0.28, -0.74, 1.00], [1.24, 0.98, -1.12], [0.76, 1.05, -0.88], [-1.66, -0.05, -0.16], [0.01, 0.82, 0.25], [0.73, -0.30, -0.23], [-1.16, 0.40, 0.15], [1.21, -0.29, 0.92], [1.45, 1.05, 0.45], [0.24, 0.50, -1.33], [0.39, -1.08, -0.69], [0.48, 0.16, 0.30], [-0.72, -1.66, -1.33], [0.79, -0.21, -0.43], [0.59, 0.04, 2.49], [-0.54, 0.39, -1.16], [-0.90, 1.11, -0.75], [-0.24, 0.18, -0.01], [-1.17, -0.19, -0.28], [-0.08, -0.94, 1.37], [1.25, -0.44, 0.42], [-0.51, 1.18, 2.30], [-1.07, 0.13, 0.25], [0.18, -0.55, 2.07], [-0.27, 0.48, 0.41], [0.20, -0.04, -0.95], [-1.51, -0.46, 2.48], [0.25, -0.23, -0.81], [0.05, -0.65, -0.49], [-0.54, 0.56, 0.36], [-0.70, 0.28, -1.65], [0.39, 1.35, -0.36], [1.12, -0.56, -0.65], [0.20, 0.37, -1.34], [1.68, -0.63, -0.03], [-0.94, -0.19, 0.47], [-0.24, -0.26, 0.47], [0.73, 0.97, -1.53], [-0.03, -0.01, -0.30], [0.01, -0.35, -0.34], [-0.04, -0.06, 0.04], [-0.13, 0.44, 0.00], [0.00, -0.15, -0.06], [0.25, -0.45, -0.42], [-0.12, 0.10, 0.00], [-0.08, -0.18, -0.07], [-0.18, -0.07, -0.07], [0.01, 0.20, 0.03], [-0.35, 0.29, 0.10], [-0.25, 0.51, -0.02], [-0.08, -0.41, 0.42], [-0.27, 0.19, -0.40], [0.06, 0.36, 0.17], [0.64, 0.41, 0.18], [0.05, -0.11, -0.02], [-0.21, 0.27, 0.29], [-0.03, 0.17, -0.62], [0.03, 0.47, -0.13], [0.16, 0.21, -0.29], [-0.03, 0.00, 0.09], [0.11, 0.08, 0.30], [0.25, 0.32, 0.19], [-0.30, -0.46, -0.14], [0.28, 0.05, -0.23], [0.48, 0.12, 0.34], [0.15, 0.06, 0.16], [0.06, 0.19, 0.36], [0.34, -0.25, 0.03], [0.33, 0.01, -0.10], [-0.27, 0.13, 0.11], [-0.05, -0.12, 0.10], [-0.13, 0.19, 0.09], [0.15, -0.08, 0.11], [-0.26, -0.27, -0.63], [0.37, -0.19, 0.29], [-0.18, 0.30, -0.25], [0.18, 0.01, 0.18], [0.35, 0.32, 0.23], [-0.09, -0.33, 0.04], [-0.12, 0.31, -0.03], [-0.30, -0.34, 0.13], [-0.18, -0.26, 0.03], [-0.41, -0.35, 0.04], [0.46, 0.10, 0.15], [-0.12, 0.34, 0.07], [0.17, 0.05, -0.04], [-0.18, -0.03, 0.43], [-0.47, 0.03, 0.00], [-0.01, -0.08, -0.15], [-0.13, -0.12, 0.04], [-0.23, 0.60, -0.22], [0.00, -0.13, 0.02], [0.13, -0.03, 0.08], [0.18, -0.14, -0.51], [0.14, -0.09, -0.21], [0.66, -0.19, 0.23], [-0.06, 0.02, 0.13], [0.11, 0.11, -0.08], [-0.31, 0.28, -0.07], [-0.13, -0.03, -0.09], [-0.04, -0.15, -0.14], [0.09, -0.09, 0.10], [-0.04, 0.10, 0.10], [-0.22, 0.15, 0.51], [-0.61, 0.08, -0.15], [0.20, -0.18, -0.26], [-0.14, 0.09, -0.24], [-0.16, 0.09, 0.26], [0.38, 0.09, -0.22], [0.08, -0.19, 0.10], [0.31, -0.32, 0.05], [-0.02, -0.11, -0.21], [-0.04, 0.10, 0.03], [0.08, 0.05, -0.04], [-0.63, -0.33, 0.19], [-0.02, 0.00, 0.04], [-0.23, 0.36, -0.22], [-0.12, -0.11, 0.07], [-0.32, 0.15, -0.11], [0.01, 0.29, 0.07], [0.34, 0.00, -0.05], [-0.25, -0.29, 0.11], [0.04, -0.15, 0.11], [-0.08, 0.11, -0.16], [-0.16, 0.05, -0.11], [0.04, -0.04, 0.35], [-0.14, 0.25, 0.24], [0.00, 0.03, 0.32], [-0.03, -0.06, -0.10], [-0.75, -0.11, 0.32], [0.00, 0.10, -0.53], [0.14, -0.01, 0.03], [0.35, -0.11, 0.29], [0.43, 0.28, -0.02], [0.14, -0.08, -0.25], [0.28, -0.03, -0.27], [-0.07, -0.58, 0.14], [0.17, 0.13, 0.35], [0.19, -0.10, -0.03], [-0.03, 0.20, 0.01], [0.05, 0.26, -0.07], [0.02, -0.01, -0.20], [0.00, 0.17, 0.05]]}